Entry 1:
Here is a structure of composition C53H59IrN2P2 in a non-equilibrium geometry from the Open Molecules 2025 dataset. Energies are from wB97M-V/def2-TZVPD.

Positions of all 117 atoms, in Å:
Ir -1.038 0.152 -0.028
C 1.851 2.466 0.799
C 1.009 1.975 1.992
P 0.245 0.357 1.781
C -0.712 0.177 3.361
C -0.742 -0.967 4.172
C -1.617 -1.043 5.230
C -2.382 0.033 5.655
C -2.426 1.141 4.809
C -1.590 1.229 3.704
C 1.634 -0.887 2.034
C 1.356 -2.238 1.733
C 2.099 -3.264 2.340
C 3.110 -2.989 3.268
C 3.430 -1.622 3.521
C 2.683 -0.581 2.942
C 3.055 1.624 0.335
P 2.907 -0.233 0.042
C 4.639 -0.692 -0.209
C 5.395 -0.077 -1.198
C 6.776 -0.427 -1.286
C 7.377 -1.333 -0.424
C 6.608 -1.862 0.633
C 5.216 -1.669 0.632
C 2.128 -0.619 -1.539
C 1.714 0.452 -2.479
C 0.755 -0.489 -4.195
C 0.664 -1.960 -3.986
C 1.214 -2.560 -2.900
C 1.840 -1.942 -1.780
H 2.181 3.487 1.050
H 1.144 2.691 0.003
H 0.189 2.728 2.148
H 1.594 2.045 2.921
H -0.172 -1.861 3.899
H -1.676 -1.992 5.808
H -2.940 0.003 6.582
H -3.029 2.015 5.053
H -1.647 2.076 3.013
H 0.559 -2.476 1.032
H 1.829 -4.286 2.119
H 3.678 -3.780 3.713
H 4.194 -1.392 4.253
H 2.936 0.426 3.303
H 3.877 1.765 1.078
H 3.515 2.104 -0.558
H 4.903 0.591 -1.919
H 7.413 0.187 -1.909
H 8.418 -1.622 -0.553
H 7.063 -2.409 1.431
H 4.572 -2.154 1.348
H 2.088 1.464 -2.268
H 0.389 -0.175 -5.154
H 0.269 -2.603 -4.793
H 1.044 -3.650 -2.861
H 2.105 -2.636 -0.990
C 3.448 -0.828 -4.258
C 2.205 0.099 -3.942
C 2.437 1.301 -4.817
C 1.660 2.411 -4.845
C 0.490 2.652 -4.044
C -0.255 1.766 -3.309
C -1.559 2.307 -2.838
C 0.255 0.400 -2.988
N -0.770 -0.299 -2.087
C -1.903 -0.798 -2.578
C -2.265 -0.708 -4.036
C -2.823 -1.443 -1.640
C -4.156 -1.932 -2.083
N -2.443 -1.298 -0.328
C -2.888 -2.125 0.790
C -2.369 -3.441 0.863
C -1.373 -3.980 -0.135
C -2.626 -4.251 1.983
C -3.396 -3.788 3.050
C -3.903 -2.442 2.970
C -3.722 -1.646 1.825
C -4.451 -0.329 1.638
H 4.252 -0.103 -4.165
H 3.465 -1.161 -5.290
H 3.605 -1.642 -3.554
H 3.303 1.214 -5.495
H 1.868 3.273 -5.490
H 0.101 3.648 -4.167
H -2.027 2.843 -3.698
H -1.303 3.119 -2.138
H -2.282 1.614 -2.394
H -1.748 0.099 -4.560
H -3.363 -0.545 -4.173
H -2.027 -1.638 -4.600
H -4.889 -1.101 -2.237
H -4.628 -2.597 -1.385
H -4.036 -2.488 -3.019
H -0.951 -3.172 -0.774
H -1.885 -4.664 -0.837
H -0.591 -4.522 0.370
H -2.137 -5.233 2.058
H -3.573 -4.423 3.920
H -4.434 -2.075 3.855
H -4.697 -0.209 0.548
H -3.894 0.488 2.032
H -5.393 -0.361 2.201
C -3.225 4.174 2.630
C -2.802 4.189 1.108
C -4.062 4.289 0.157
C -1.886 5.404 0.810
C -2.193 2.884 0.868
C -1.792 1.780 0.520
H -3.839 5.055 2.835
H -2.372 4.045 3.314
H -3.898 3.318 2.767
H -4.416 5.310 0.155
H -4.847 3.648 0.549
H -3.815 4.002 -0.883
H -2.199 6.294 1.395
H -1.825 5.690 -0.250
H -0.852 5.226 1.119

Forces on atoms 1 to 6 (eV/Å):
0.18 -0.62 -1.10
-0.57 0.49 -0.02
0.45 1.38 0.14
0.44 -0.59 2.29
-0.48 0.20 0.17
0.19 -0.31 -1.37

**Spin multiplicity**: 6
**Largest force on an atom**: 0.061 hartree/bohr
**Total charge**: +3
**HOMO (spin up / spin down)**: -14.40 / -15.11 eV
**Gap between HOMO and LUMO (spin up / spin down)**: 0.2201 / 0.1486 Ha

=====

Entry 2:
Here is a cluster of 5 separate species, C53H64BF4N4O6S in total from the Open Molecules 2025 dataset. Energies are from wB97M-V/def2-TZVPD.

Positions of all 133 atoms, in Å:
C -1.787 -3.248 1.720
C -2.385 -4.189 0.674
C -3.642 -4.851 1.265
C -2.807 -3.447 -0.642
C -2.197 -2.102 -0.865
C -0.913 -1.929 -1.448
C -0.044 -3.023 -1.813
B -0.249 -4.584 -1.588
O -1.008 -5.357 -2.428
O 0.371 -5.206 -0.532
C 1.159 -2.722 -2.417
C 2.124 -3.793 -2.886
C 1.690 -4.526 -4.175
C 1.065 -3.640 -5.247
C 1.976 -2.616 -5.922
S 3.457 -3.313 -6.705
C 4.551 -3.307 -5.355
N 5.203 -4.309 -4.893
N 5.957 -3.822 -3.833
C 5.688 -2.581 -3.741
O 4.801 -2.162 -4.673
C 1.550 -1.385 -2.655
C 0.778 -0.326 -2.292
C 1.297 1.065 -2.555
C 2.345 1.491 -1.505
C 2.429 2.990 -1.326
O 2.108 0.890 -0.231
C -0.472 -0.598 -1.679
C -1.301 0.468 -1.289
C -2.491 0.272 -0.695
C -3.348 1.444 -0.304
C -2.628 2.790 -0.284
C -3.600 3.905 0.151
C -3.123 4.856 1.230
O -3.629 5.927 1.406
O -2.082 4.422 2.044
N -2.925 -1.027 -0.498
C -4.254 -1.222 0.135
C -5.401 -1.394 -0.874
C -6.119 -0.107 -1.289
N -5.613 0.444 -2.552
H -0.780 -2.931 1.451
H -1.695 -3.802 2.654
H -2.435 -2.398 1.924
H -1.690 -4.993 0.465
H -4.300 -4.104 1.711
H -3.362 -5.597 2.004
H -4.208 -5.355 0.479
H -3.887 -3.380 -0.598
H -2.649 -4.074 -1.517
H -1.419 -6.082 -1.941
H 1.171 -4.751 -0.255
H 3.072 -3.300 -3.100
H 2.344 -4.520 -2.104
H 0.949 -5.283 -3.925
H 2.570 -5.013 -4.591
H 0.718 -4.313 -6.034
H 0.171 -3.124 -4.887
H 2.299 -1.810 -5.267
H 1.421 -2.152 -6.738
H 6.084 -1.887 -3.021
H 2.496 -1.194 -3.146
H 1.798 1.016 -3.523
H 0.511 1.809 -2.666
H 3.317 1.139 -1.865
H 1.615 3.319 -0.677
H 2.412 3.516 -2.279
H 3.355 3.258 -0.819
H 2.644 0.098 -0.155
H -0.953 1.466 -1.480
H -3.780 1.308 0.686
H -4.147 1.516 -1.046
H -2.314 3.033 -1.302
H -1.725 2.768 0.321
H -3.833 4.544 -0.698
H -4.548 3.469 0.470
H -1.267 4.546 1.541
H -4.461 -0.435 0.847
H -4.208 -2.122 0.735
H -6.138 -2.028 -0.376
H -5.058 -1.968 -1.736
H -7.185 -0.306 -1.389
H -5.992 0.626 -0.491
H -6.352 0.671 -3.201
H -4.993 -0.197 -3.026
F -5.504 3.284 4.193
C -4.533 3.218 5.137
C -4.793 2.549 6.315
C -3.788 2.479 7.271
C -2.554 3.075 7.041
C -2.325 3.743 5.845
C -3.318 3.818 4.879
H -5.763 2.097 6.477
H -3.971 1.957 8.201
H -1.777 3.023 7.786
H -1.367 4.214 5.664
H -3.158 4.329 3.943
F -0.034 3.592 8.699
C 0.342 2.771 9.708
C 0.462 1.421 9.454
C 0.848 0.584 10.491
C 1.098 1.104 11.754
C 0.966 2.467 11.981
C 0.587 3.315 10.951
H 0.257 1.039 8.463
H 0.953 -0.477 10.311
H 1.396 0.447 12.559
H 1.157 2.873 12.965
H 0.483 4.381 11.104
F 5.092 3.908 1.198
C 5.124 2.846 2.032
C 4.050 1.980 2.041
C 4.087 0.887 2.894
C 5.183 0.679 3.721
C 6.249 1.569 3.693
C 6.228 2.663 2.840
H 3.204 2.162 1.396
H 3.254 0.195 2.914
H 5.206 -0.171 4.389
H 7.102 1.413 4.340
H 7.050 3.364 2.798
F 1.080 2.663 -9.341
C 2.228 1.999 -9.101
C 2.172 0.800 -8.420
C 3.356 0.117 -8.175
C 4.567 0.640 -8.605
C 4.596 1.850 -9.286
C 3.419 2.539 -9.542
H 1.215 0.415 -8.092
H 3.332 -0.828 -7.646
H 5.487 0.104 -8.411
H 5.538 2.261 -9.620
H 3.418 3.479 -10.077

Forces on atoms 1 to 6 (eV/Å):
0.30 -0.68 0.05
-0.80 0.34 0.30
0.17 -0.04 -0.50
-0.09 -0.57 0.14
-0.07 0.21 -0.04
0.28 -0.14 -0.13

**Spin multiplicity**: 1
**Largest force on an atom**: 0.018 hartree/bohr
**Total charge**: +1
**HOMO**: -10.54 eV
**Gap between HOMO and LUMO**: 0.2511 Ha